Entry 1:
{"formula": "C3H4ClFN2", "method": "ωB97M-V/def2-TZVPD", "gap_ev": 9.28, "mol_weight_da": 122.53, "de_lowest_kj_mol": 157.3, "e_tot_ev": -21393.6090, "smiles": "[H]/N=C(N)\\C=C(/F)Cl", "species": ["C", "C", "C", "H", "H", "H", "H", "N", "N", "F", "Cl"], "coordinates": [[1.65872, -0.01325, -0.02358], [0.35996, -0.55360, 0.02355], [-0.82370, 0.17477, -0.01993], [2.36210, -1.70037, 0.86828], [3.64474, -0.94362, 0.02416], [1.30975, 1.85792, -0.84917], [0.43530, -1.48565, -0.27554], [2.51968, -1.12901, 0.11741], [2.06335, 1.18055, -0.33084], [-0.73914, 1.41687, 0.42610], [-2.37357, -0.49932, -0.11699]], "forces_ev_per_a": [[2.23, 1.95, -0.49], [-4.78, 4.79, -0.38], [3.58, -1.98, 1.76], [-0.69, -1.68, 2.22], [-4.01, -0.18, 0.33], [1.94, -2.46, 2.27], [-0.90, -4.67, -1.16], [5.20, 3.13, -2.26], [-1.44, 0.35, -1.57], [-0.94, 0.51, -0.50], [-0.18, 0.25, -0.20]], "nbo_charge": [0.38, -0.38, 0.39, 0.37, 0.40, 0.36, 0.22, -0.82, -0.69, -0.30, 0.07]}

***

Entry 2:
{"formula": "C5H10N", "method": "ωB97M-V/def2-TZVPD", "gap_ev": 10.16, "mol_weight_da": 84.14, "total_charge": 1, "de_lowest_kj_mol": 325.8, "e_tot_ev": -6826.8250, "smiles": "C/[NH+]=C1\\C[C@@H]1C", "species": ["C", "C", "C", "C", "C", "N", "H", "H", "H", "H", "H", "H", "H", "H", "H", "H"], "coordinates": [[0.10736, 0.49685, -0.44668], [-1.16169, 0.20846, 0.19686], [-1.12418, -0.72638, -1.07169], [-0.65759, -2.09104, -0.99129], [1.41612, 1.51095, 1.33691], [1.24440, 1.06390, 0.01281], [-1.84415, 1.03901, -0.04522], [-1.46344, -0.05933, 1.28214], [-1.51119, -0.30056, -1.94972], [-1.44451, -2.76722, -0.63047], [0.13930, -2.29074, -0.14671], [-0.15703, -2.44100, -1.89794], [1.56972, 2.53938, 1.32124], [0.53570, 1.34761, 2.01158], [2.32104, 1.20866, 1.63490], [2.03014, 1.26145, -0.61672]], "forces_ev_per_a": [[1.53, -0.25, 1.24], [-1.32, -0.17, 0.39], [2.68, 2.99, 2.80], [2.38, -1.92, 1.84], [-3.40, 1.16, 0.78], [-3.73, -2.19, -3.20], [0.20, 0.02, -0.09], [1.10, -0.13, -1.79], [-0.81, 0.25, -0.96], [-0.23, 0.14, -0.61], [-1.40, 0.87, -1.43], [-0.57, -0.09, -0.01], [-0.13, 2.24, -0.15], [1.10, -0.40, -0.71], [3.13, -1.99, 1.85], [-0.54, -0.53, 0.03]], "nbo_charge": [0.37, -0.57, 0.05, -0.70, -0.43, -0.45, 0.29, 0.28, 0.24, 0.28, 0.25, 0.26, 0.23, 0.23, 0.23, 0.44]}

***

Entry 3:
{"formula": "C18H25F2N3O2", "method": "ωB97M-V/def2-TZVPD", "gap_ev": 8.42, "mol_weight_da": 353.41, "de_lowest_kj_mol": 0.0, "e_tot_ev": -33071.3428, "smiles": "O=C(CCN1CCCCO1)N1CCC[C@H](Nc2ccc(F)c(F)c2)C1", "species": ["O", "C", "N", "C", "H", "C", "C", "H", "H", "C", "N", "C", "C", "C", "C", "C", "C", "H", "H", "F", "F", "H", "H", "C", "H", "H", "H", "H", "H", "H", "C", "C", "N", "C", "C", "C", "H", "C", "O", "H", "H", "H", "H", "H", "H", "H", "H", "H", "H", "H"], "coordinates": [[2.63703, 0.44128, -1.81171], [2.58086, 0.75352, -0.63816], [1.81807, 1.79876, -0.22307], [1.77498, 2.40031, 1.08925], [2.41791, 1.86397, 1.78338], [0.34054, 2.43084, 1.62118], [-0.56563, 3.16720, 0.63985], [-1.59857, 3.13514, 0.98929], [-0.26160, 4.21311, 0.56468], [-0.46539, 2.51059, -0.74894], [-0.95377, 1.15347, -0.73828], [-2.24528, 0.79823, -0.48346], [-2.51364, -0.51688, -0.08154], [-3.80765, -0.93907, 0.12395], [-4.87274, -0.06577, -0.05004], [-4.62286, 1.23884, -0.43545], [-3.32928, 1.67045, -0.64907], [-3.16477, 2.68959, -0.95783], [-5.45661, 1.91020, -0.56628], [-6.14400, -0.47448, 0.15815], [-4.02375, -2.21401, 0.50925], [-1.70061, -1.20699, 0.07248], [-0.25700, 0.45070, -0.52636], [1.00067, 2.49585, -1.19455], [1.10739, 1.97317, -2.14676], [1.35746, 3.52653, -1.30757], [-1.04288, 3.09495, -1.47557], [0.32541, 2.92356, 2.59438], [-0.02352, 1.41006, 1.75228], [2.14547, 3.43258, 1.00807], [3.36343, -0.01237, 0.41661], [2.46319, -0.93976, 1.24660], [1.88404, -1.93552, 0.37716], [1.39340, -3.14922, 1.00463], [1.03453, -4.12894, -0.11569], [0.00880, -3.49381, -1.05508], [-0.13633, -4.11025, -1.94154], [0.50154, -2.10454, -1.46512], [0.77423, -1.32826, -0.31561], [-0.25957, -1.55160, -2.01940], [1.41109, -2.17551, -2.07161], [-0.95075, -3.40200, -0.54073], [0.64419, -5.05390, 0.31009], [1.94357, -4.35643, -0.67505], [2.19509, -3.55928, 1.62174], [0.51587, -2.95754, 1.64365], [3.07656, -1.46240, 1.98450], [1.68827, -0.36862, 1.78014], [4.07417, -0.63649, -0.12646], [3.91845, 0.66073, 1.06957]], "forces_ev_per_a": [[0.13, -0.25, -0.27], [0.45, -0.02, 0.13], [-0.28, 0.25, -0.05], [-0.11, -0.07, 0.44], [0.03, 0.04, -0.07], [0.12, 0.22, -0.09], [-0.06, -0.23, -0.07], [-0.02, 0.08, 0.00], [-0.03, 0.10, 0.00], [0.00, 0.32, 0.13], [0.70, -0.12, -0.26], [-0.63, -0.17, 0.08], [-0.12, 0.05, -0.01], [-0.06, 0.05, 0.01], [-0.08, 0.08, -0.02], [-0.11, -0.44, 0.15], [0.31, 0.05, -0.01], [0.03, 0.13, -0.04], [-0.11, 0.05, -0.01], [0.18, -0.08, 0.01], [-0.08, 0.28, -0.08], [0.10, -0.15, 0.06], [-0.04, 0.02, 0.05], [-0.30, -0.07, -0.42], [-0.02, 0.16, 0.11], [-0.03, -0.03, 0.00], [0.13, -0.02, 0.03], [-0.01, -0.03, 0.04], [0.02, -0.05, 0.07], [0.04, -0.07, 0.07], [-0.12, -0.15, 0.01], [-0.01, 0.32, -0.21], [-0.03, -0.24, -0.25], [-0.16, -0.17, -0.13], [-0.18, 0.12, 0.14], [0.28, 0.25, 0.09], [-0.06, -0.02, -0.05], [-0.10, -0.43, -0.38], [0.30, 0.06, 0.74], [0.04, 0.01, 0.01], [-0.07, 0.08, 0.03], [-0.06, 0.00, -0.04], [0.03, -0.05, -0.01], [0.04, -0.06, 0.03], [0.00, 0.07, 0.00], [0.07, 0.04, -0.01], [-0.10, -0.01, -0.06], [0.01, -0.08, 0.04], [-0.04, 0.11, 0.03], [0.01, 0.03, 0.02]], "nbo_charge": [-0.63, 0.71, -0.46, -0.21, 0.21, -0.41, -0.42, 0.22, 0.20, -0.03, -0.63, 0.19, -0.30, 0.35, 0.27, -0.24, -0.29, 0.21, 0.23, -0.32, -0.32, 0.22, 0.42, -0.23, 0.26, 0.19, 0.20, 0.22, 0.21, 0.19, -0.50, -0.22, -0.17, -0.24, -0.40, -0.43, 0.22, -0.07, -0.45, 0.20, 0.20, 0.20, 0.21, 0.21, 0.21, 0.17, 0.21, 0.18, 0.25, 0.22]}

***

Entry 4:
{"formula": "F8KN4Na2O16S8", "method": "ωB97M-V/def2-TZVPD", "gap_ev": 8.31, "mol_weight_da": 805.61, "total_charge": -1, "de_lowest_kj_mol": 0.0, "e_tot_ev": -172297.4119, "species": ["Na", "Na", "K", "N", "S", "O", "O", "F", "S", "O", "O", "F", "N", "S", "O", "O", "F", "S", "O", "O", "F", "N", "S", "O", "O", "F", "S", "O", "O", "F", "N", "S", "O", "O", "F", "S", "O", "O", "F"], "coordinates": [[2.74731, 14.48528, -10.73426], [7.86303, 13.31989, -7.00377], [4.56358, 13.91097, -7.49956], [6.21113, 13.83756, -5.38065], [6.11362, 12.46473, -4.41407], [4.83827, 12.28460, -3.77981], [7.31941, 11.67406, -4.10472], [5.69471, 11.58236, -5.72554], [6.01325, 14.83107, -4.21475], [7.09807, 14.92877, -3.21922], [4.60003, 15.09553, -3.75793], [6.34355, 16.11906, -5.07240], [7.68363, 14.46396, -9.10810], [7.23229, 16.12515, -8.94499], [5.79042, 16.16569, -8.50456], [7.76211, 17.19105, -9.85242], [7.96951, 16.53455, -7.51820], [6.99161, 14.39869, -10.39326], [7.63737, 14.91918, -11.60265], [5.57835, 14.32501, -10.36590], [7.51257, 12.88769, -10.67136], [2.24365, 12.93729, -9.13292], [2.61894, 11.55446, -9.93774], [1.80387, 11.17544, -11.06064], [3.24906, 10.48161, -9.17384], [3.87945, 12.15661, -10.73405], [1.04905, 12.38341, -8.43929], [1.21577, 11.73788, -7.14089], [-0.09207, 11.99765, -9.27435], [0.58577, 13.85013, -7.81862], [2.19196, 18.23036, -7.17140], [2.68424, 17.64262, -8.44698], [2.42658, 16.23665, -8.63662], [3.80092, 18.25662, -9.11376], [1.43060, 18.31064, -9.13780], [3.62380, 17.75126, -6.43763], [4.75123, 18.71677, -6.45200], [3.85592, 16.31533, -6.25387], [3.18090, 18.20212, -5.01623]], "forces_ev_per_a": [[0.31, 0.72, 0.21], [0.22, 0.06, 0.14], [-0.86, 0.45, -0.06], [0.94, -3.14, 1.39], [-0.96, -6.24, -2.94], [1.77, 1.18, 1.40], [-1.64, 3.05, 0.31], [0.46, -0.01, -1.33], [-2.53, 8.75, 4.51], [-1.90, -1.71, -1.48], [4.50, -1.67, -1.43], [-0.09, -0.19, -0.29], [2.17, 4.61, 5.65], [-1.78, 6.54, 4.08], [4.30, -0.29, -1.48], [-1.42, -4.13, 2.36], [-0.27, -1.48, -1.73], [0.97, -5.63, -11.95], [-1.56, 0.97, 2.42], [-1.61, -0.07, 0.12], [-0.99, -0.81, 0.75], [4.12, -1.20, -3.19], [3.83, -3.76, -3.07], [-0.02, 0.81, 1.25], [-1.48, 2.24, -0.39], [0.06, 0.82, 0.38], [-10.03, 1.44, 7.84], [0.77, -0.25, -2.59], [2.43, 0.31, 1.08], [0.26, -0.78, -1.18], [3.41, -0.68, 4.88], [-2.79, 0.57, -7.51], [0.74, -0.88, -0.77], [-0.18, -1.02, 0.35], [-0.86, -0.08, -2.29], [3.23, 2.90, 6.58], [-1.65, -2.60, -2.05], [-0.40, 1.78, -1.38], [-1.49, -0.59, 1.43]], "nbo_charge": [0.97, 0.97, 0.93, -1.23, 2.33, -0.81, -0.85, -0.56, 2.38, -0.89, -0.84, -0.49, -1.17, 2.25, -0.87, -0.77, -0.48, 2.44, -0.87, -0.95, -0.53, -1.23, 2.37, -0.87, -0.86, -0.52, 2.40, -0.87, -0.86, -0.52, -1.00, 2.42, -1.00, -0.88, -0.52, 2.31, -0.87, -0.92, -0.50]}

***

Entry 5:
{"formula": "C5H9NO", "method": "ωB97M-V/def2-TZVPD", "gap_ev": 9.93, "mol_weight_da": 99.13, "de_lowest_kj_mol": 526.8, "e_tot_ev": -8863.7526, "species": ["C", "C", "C", "C", "C", "N", "O", "H", "H", "H", "H", "H", "H", "H", "H", "H"], "coordinates": [[0.29879, -1.09241, -1.13395], [0.43798, -0.56671, 0.31345], [-0.11079, -1.31640, 1.45572], [1.41351, 0.51715, 0.79339], [-1.36121, 0.75236, -1.37628], [-0.49972, -0.15450, -0.67252], [-0.58247, 1.25763, -2.44228], [0.61706, -2.07816, 1.79633], [-1.12940, -1.90147, 1.14323], [-0.36527, -0.62725, 2.34533], [0.76892, 1.32969, 1.29114], [1.80161, 0.93666, -0.18531], [2.39988, 0.12495, 1.33523], [-1.65932, 1.51610, -0.77084], [0.27920, 1.19003, -2.10933], [-2.30878, 0.11234, -1.78332]], "forces_ev_per_a": [[-0.36, 1.00, 0.85], [0.14, 0.94, 1.40], [-2.86, -1.73, 1.31], [1.43, 0.19, -1.50], [-0.90, -3.00, -2.68], [0.61, -1.82, -1.32], [-2.64, 0.27, -0.69], [-0.39, 0.37, -0.02], [2.48, 1.34, 0.83], [0.36, -1.05, -1.31], [1.48, -1.21, -0.24], [-0.14, 0.08, 1.18], [-2.56, 0.91, -0.66], [-1.10, 1.98, 1.83], [2.19, 0.03, 0.23], [2.27, 1.70, 0.78]], "nbo_charge": [0.15, 0.00, -0.63, -0.64, 0.11, -0.45, -0.69, 0.23, 0.22, 0.21, 0.22, 0.20, 0.24, 0.17, 0.47, 0.19]}

***

Entry 6:
{"formula": "C17H23N9O3", "method": "ωB97M-V/def2-TZVPD", "gap_ev": 8.82, "mol_weight_da": 401.43, "de_lowest_kj_mol": 0.0, "e_tot_ev": -37555.6956, "smiles": "Cc1c[nH]c2ncc(C(=O)N(C)c3nnn[nH]3)cc12.CNC(=O)[C@H](C)NC(C)=O", "species": ["O", "O", "O", "N", "N", "N", "N", "C", "C", "C", "C", "C", "C", "C", "C", "C", "C", "C", "N", "N", "N", "N", "N", "C", "C", "C", "C", "C", "C", "H", "H", "H", "H", "H", "H", "H", "H", "H", "H", "H", "H", "H", "H", "H", "H", "H", "H", "H", "H", "H", "H", "H"], "coordinates": [[-1.35681, 1.19623, -1.66781], [-3.49599, -4.83909, 1.12569], [-1.58647, -1.62944, 0.17288], [0.14099, 3.72950, 2.98723], [-0.80138, 4.60119, 2.93003], [0.02993, 2.78979, 1.99251], [2.60683, 0.31091, -0.86477], [-0.78696, 1.76234, -0.74329], [-3.29234, -4.65734, -0.06812], [-1.08052, -2.52388, 0.84431], [-1.01907, 3.09825, 1.29261], [5.10209, 2.77597, -1.50105], [3.97607, 3.56607, -1.45742], [1.27952, 0.49184, -0.74525], [3.33630, 1.40509, -1.08125], [1.45757, 2.88817, -1.03097], [0.66747, 1.74732, -0.81130], [2.83252, 2.69509, -1.18301], [-1.54930, 4.21106, 1.88208], [4.69886, 1.46421, -1.26559], [-0.57258, -2.22840, 2.04575], [-1.56938, 2.42974, 0.19943], [-2.10574, -4.31022, -0.56066], [-4.41233, -4.83624, -1.06684], [3.93836, 5.05181, -1.66797], [0.06726, -3.14818, 2.98601], [-3.03094, 2.31638, 0.09939], [0.32186, -4.13182, -0.54231], [-0.96124, -3.96015, 0.28082], [6.11663, 3.11900, -1.68777], [0.65839, -0.38708, -0.59908], [1.02247, 3.88064, -1.11033], [-2.36788, 4.70126, 1.53904], [5.29828, 0.64481, -1.23664], [-0.67556, -1.26416, 2.32515], [-2.03238, -4.12880, -1.54736], [-4.55331, -3.90862, -1.61883], [-5.32700, -5.08286, -0.52960], [-4.15998, -5.64284, -1.75214], [4.94130, 5.43841, -1.87252], [3.54856, 5.54666, -0.77339], [3.29018, 5.29461, -2.51532], [0.44172, -2.59182, 3.84708], [-0.65850, -3.88666, 3.33429], [0.90495, -3.65939, 2.50798], [-3.32384, 1.26379, 0.00558], [-3.39427, 2.85892, -0.77974], [-3.53582, 2.71392, 0.98501], [1.19236, -3.91548, 0.07747], [0.39346, -5.15681, -0.90683], [0.31462, -3.44339, -1.38933], [-0.92896, -4.66031, 1.11614]], "forces_ev_per_a": [[-0.26, 0.22, 0.85], [0.38, 0.17, -0.05], [-0.03, -0.40, -0.14], [-0.02, 0.02, -0.33], [0.14, -1.15, -0.62], [0.73, -0.12, 0.63], [-0.51, -0.19, 0.03], [-1.74, -0.42, -1.86], [-1.47, -0.43, 1.04], [-0.47, 0.58, -1.09], [-0.36, 0.64, 0.82], [-1.78, 0.36, 0.20], [0.26, -0.06, -0.06], [1.25, 0.04, -0.14], [-0.03, -0.58, 0.08], [-0.15, -0.65, 0.12], [1.65, 1.12, 0.71], [0.31, 1.37, -0.27], [-0.96, -0.16, -1.43], [0.68, -0.86, 0.02], [0.66, -0.39, 1.02], [0.54, 0.47, 0.89], [1.46, 0.50, -0.15], [0.13, 0.04, 0.04], [-0.08, -0.32, 0.09], [-0.33, -0.02, -0.32], [-0.24, -0.14, -0.39], [-0.23, 0.28, 0.25], [-0.10, -0.27, 0.05], [-0.22, -0.53, 0.11], [0.12, 0.01, 0.01], [-0.02, -0.11, 0.07], [0.33, 0.19, 0.48], [-0.30, 0.43, -0.02], [-0.01, -0.05, -0.16], [0.04, 0.17, 0.03], [-0.05, -0.02, -0.17], [0.16, 0.01, -0.04], [-0.08, 0.00, -0.19], [-0.17, -0.02, 0.03], [0.02, 0.10, -0.14], [0.06, 0.12, 0.09], [-0.07, -0.02, -0.20], [0.13, -0.04, 0.09], [0.02, -0.01, 0.14], [0.23, 0.23, -0.08], [0.06, -0.16, 0.10], [0.42, 0.00, -0.03], [0.05, 0.03, -0.10], [-0.01, 0.04, 0.02], [0.08, 0.00, 0.00], [-0.19, -0.04, -0.04]], "nbo_charge": [-0.56, -0.64, -0.65, -0.06, -0.05, -0.33, -0.45, 0.68, 0.68, 0.67, 0.49, -0.03, -0.08, 0.12, 0.35, -0.11, -0.21, -0.14, -0.39, -0.54, -0.60, -0.45, -0.60, -0.71, -0.63, -0.42, -0.41, -0.61, -0.13, 0.22, 0.21, 0.22, 0.42, 0.42, 0.41, 0.40, 0.23, 0.24, 0.22, 0.22, 0.22, 0.21, 0.22, 0.21, 0.19, 0.25, 0.21, 0.20, 0.22, 0.22, 0.22, 0.23]}